Computed, not measured: a molecular structure, C32H27BrCdCl5N2O7S at a distorted geometry, with wB97M-V/def2-TZVPD.

The geometry in XYZ format:
```
76
Properties=species:S:1:pos:R:3:lowdin_charge:R:1
Cd 0.92 0.85 -0.32 1.399
Cl 4.27 1.33 -0.95 0.755
C 3.41 2.81 -0.76 -0.726
C 2.05 2.75 -0.48 -0.289
C 1.45 3.98 -0.25 -0.757
Cl -0.18 4.00 0.30 0.722
C 2.10 5.20 -0.39 -0.727
Cl 1.28 6.69 -0.16 0.655
C 3.45 5.21 -0.72 -0.725
Cl 4.28 6.69 -0.93 0.658
C 4.12 4.00 -0.87 -0.721
Cl 5.81 4.01 -1.20 0.655
Br 2.31 2.54 2.88 0.789
C 0.93 1.25 3.15 -0.717
C 0.66 0.82 4.43 -0.116
C -0.33 -0.13 4.59 -0.057
C -1.00 -0.58 3.47 -0.007
C -0.65 -0.07 2.22 -0.178
N 0.30 0.85 2.07 0.031
C -1.37 -0.65 0.96 -0.688
O -2.50 -1.08 1.17 0.000
O -0.70 -0.65 -0.09 -0.092
H 1.22 1.20 5.27 0.093
H -0.58 -0.52 5.57 0.105
H -1.79 -1.31 3.51 0.113
C -6.35 6.19 -1.26 -0.051
C -5.35 5.11 -1.01 -0.265
C -5.17 4.54 0.24 -0.012
C -4.23 3.55 0.47 -0.203
C -4.08 3.01 1.87 -0.038
C -3.43 3.11 -0.59 -0.111
C -2.41 2.08 -0.37 -0.257
O -1.50 1.81 -1.13 -0.060
C -3.60 3.67 -1.87 -0.188
C -2.78 3.24 -3.04 -0.037
C -4.56 4.65 -2.05 -0.012
H -6.92 6.42 -0.36 0.071
H -7.04 5.89 -2.04 0.081
H -5.84 7.09 -1.59 0.082
H -5.78 4.89 1.07 0.109
H -4.81 3.47 2.53 0.074
H -3.09 3.24 2.26 0.086
H -4.22 1.94 1.89 0.089
H -2.51 1.55 0.59 0.105
H -2.78 2.16 -3.15 0.090
H -1.74 3.53 -2.89 0.089
H -3.15 3.70 -3.95 0.076
H -4.70 5.08 -3.04 0.116
C 0.02 -7.17 2.10 -0.049
C 1.01 -6.88 1.01 -0.268
C 0.85 -7.42 -0.26 -0.029
C 1.73 -7.09 -1.28 -0.049
C 2.78 -6.24 -1.02 -0.289
C 2.98 -5.72 0.25 -0.054
C 2.09 -6.04 1.25 -0.024
S 3.84 -5.80 -2.38 0.642
O 3.10 -5.93 -3.61 -0.302
O 5.08 -6.53 -2.32 -0.309
N 4.21 -4.22 -2.01 -0.152
C 3.13 -3.26 -1.92 -0.231
C 3.59 -2.08 -1.08 -0.106
C 2.49 -1.02 -0.84 -0.816
O 1.91 -0.52 -1.82 -0.105
O 2.31 -0.68 0.35 -0.144
H -0.80 -7.77 1.73 0.073
H -0.38 -6.23 2.49 0.086
H 0.50 -7.70 2.92 0.081
H 0.02 -8.09 -0.46 0.111
H 1.60 -7.46 -2.28 0.113
H 3.81 -5.06 0.42 0.115
H 2.22 -5.61 2.24 0.118
H 5.01 -3.89 -2.54 0.116
H 2.30 -3.77 -1.42 0.120
H 2.78 -2.92 -2.90 0.128
H 4.42 -1.58 -1.59 0.106
H 3.93 -2.41 -0.10 0.111
```

## Properties
strongest force on any atom	0.03792	hartree/bohr
lowest unoccupied orbital energy	2.19	eV
charge	-1